Entry 1:
Computed, not measured: a structure of composition C25H24F3N4O4PS4 in a non-equilibrium geometry, with ωB97M-V/def2-TZVPD.

Geometry as XYZ:
```
65
Properties=species:S:1:pos:R:3:lowdin_charge:R:1
F -1.08316 3.85242 -7.33262 0.128
C -2.27501 3.82528 -6.74537 -0.349
F -3.25111 3.96171 -7.62907 0.132
C -2.46383 3.66401 -5.43990 -0.272
F -3.54889 4.24855 -4.88107 0.060
C -1.61467 2.85202 -4.51642 -0.104
C -2.46202 2.00359 -3.51556 -0.142
C -2.06670 0.54425 -3.55831 -0.166
C -2.20069 -0.31061 -4.62564 -0.256
P -3.02796 0.32872 -6.12111 0.461
S -4.72687 1.24003 -5.84438 0.235
C -1.70826 -1.68475 -4.55991 -0.221
C -1.78190 -2.63900 -5.73658 -0.185
C -0.37357 -2.77009 -6.39100 -0.270
C -0.26243 -1.99498 -7.71605 -0.533
S 0.76798 -0.52269 -7.39676 0.703
C -1.13901 -2.16189 -3.41652 -0.491
S -0.53068 -3.81471 -3.21534 0.856
C -0.99510 -1.30007 -2.29722 -0.383
N -0.42578 -1.61905 -1.12921 -0.200
S -0.48902 -0.27807 -0.24702 1.065
N -1.22093 0.71463 -1.24643 -0.224
C -1.45819 0.03669 -2.38138 -0.296
H -0.98085 2.19130 -5.10647 0.105
H -0.96199 3.51048 -3.93835 0.125
H -2.19246 2.36369 -2.52876 0.098
H -3.52751 2.12721 -3.68084 0.065
H -2.05793 1.08355 -6.80171 -0.018
H -3.24841 -0.75386 -6.96531 -0.033
H -2.12488 -3.60536 -5.37931 0.084
H -2.44909 -2.27354 -6.49978 0.051
H 0.34892 -2.35608 -5.68686 0.070
H -0.10509 -3.81674 -6.51337 0.106
H -1.22847 -1.67400 -8.09570 0.055
H 0.25105 -2.60784 -8.45191 0.063
H 0.52635 0.19871 -8.49891 -0.150
H -1.62448 -4.50449 -3.56356 -0.116
C 1.65059 1.85950 5.29803 -0.072
C 0.58992 1.21077 4.67967 -0.060
C 0.82687 0.33911 3.62905 -0.005
C 2.13169 0.13156 3.21930 -0.147
C 3.20128 0.77125 3.81748 -0.002
C 2.95258 1.64250 4.86591 -0.060
N 2.39153 -0.80870 2.11694 -0.344
O 1.43059 -1.34107 1.59363 -0.012
O 3.54410 -0.99839 1.79369 0.089
H 1.45949 2.53323 6.12270 0.104
H -0.42196 1.38212 5.01992 0.113
H 0.00965 -0.17122 3.14156 0.110
H 4.20928 0.59294 3.47445 0.119
H 3.77653 2.14969 5.34861 0.109
C 3.20324 -2.08490 9.70631 -0.069
C 2.37404 -1.92842 8.60334 -0.062
C 1.59086 -0.79242 8.47859 -0.004
C 1.65849 0.17168 9.46747 -0.147
C 2.47282 0.03395 10.57580 -0.003
C 3.24957 -1.10737 10.69174 -0.064
N 0.84504 1.39159 9.32745 -0.349
O 0.12483 1.47386 8.35175 0.060
O 0.94688 2.24238 10.18532 0.084
H 3.81653 -2.97147 9.79766 0.108
H 2.33851 -2.69075 7.83745 0.109
H 0.94297 -0.65993 7.62491 0.115
H 2.50276 0.80174 11.33416 0.120
H 3.89398 -1.23225 11.55081 0.108
```

Results
charge	0
LUMO	-0.9055	eV
electronic energy	-101239.6872	eV
orbital gap	7.6	eV
E_HOMO	-8.501	eV

Entry 2:
Computed, not measured: a cluster of 2 separate species, C40H37BF3N3O5S in total in a non-equilibrium geometry, with ωB97M-V/def2-TZVPD.

Geometry as XYZ:
```
90
Properties=species:S:1:pos:R:3:lowdin_charge:R:1
C -2.15634 5.58800 1.63987 -0.006
N -2.11987 4.15428 1.45754 -0.030
C -3.25854 3.41346 1.57958 -0.367
O -4.37956 3.85883 1.81299 0.091
C -2.87832 1.95056 1.36226 -0.162
C -3.69415 1.28027 0.25537 -0.079
C -5.17574 1.24760 0.55971 -0.234
C -6.09518 1.64852 -0.41656 -0.037
C -7.46230 1.66673 -0.12541 -0.074
C -7.91533 1.24780 1.13167 -0.084
C -6.99662 0.82506 2.10025 -0.071
C -5.62841 0.81236 1.81000 -0.042
N -1.44771 2.04153 1.04737 0.056
C -0.71938 0.91238 0.86396 0.051
C 0.63075 0.90009 0.60218 -0.042
C 1.47804 -0.21298 0.70337 0.061
C 2.89621 0.02487 0.99657 -0.148
C 3.46170 1.30147 0.81565 0.069
C 4.85701 1.48800 0.86802 -0.144
N 5.37550 2.74224 0.41561 -0.307
O 6.61532 2.90743 0.39610 0.066
O 4.55763 3.62500 0.04371 0.042
C 5.71958 0.44354 1.22235 0.026
C 5.15627 -0.78775 1.54996 -0.029
C 3.77733 -0.99119 1.44697 0.021
C -0.89565 3.41085 1.14629 -0.441
C -0.28574 3.92566 -0.16937 0.014
C 0.12426 3.58401 2.28614 0.018
H -3.18514 5.87545 1.86115 0.098
H -1.50825 5.88488 2.47142 0.096
H -1.83203 6.10687 0.73142 0.091
H -3.02079 1.40449 2.31688 0.163
H -3.52671 1.83314 -0.68246 0.132
H -3.30248 0.26109 0.10062 0.126
H -5.71773 1.96802 -1.39241 0.114
H -8.16625 2.02309 -0.87971 0.105
H -8.97987 1.26542 1.36295 0.102
H -7.33121 0.51740 3.09194 0.105
H -4.89955 0.47815 2.55377 0.111
H -1.27405 -0.02782 0.95688 0.163
H 1.05828 1.83964 0.25165 0.086
H 1.03028 -1.12687 1.08972 0.130
H 2.86081 2.18610 0.60973 0.109
H 6.78728 0.63032 1.21376 0.123
H 5.80617 -1.61393 1.85719 0.120
H 3.34425 -1.94103 1.75543 0.102
H -0.88245 3.58355 -1.02489 0.099
H -0.25360 5.02470 -0.15659 0.089
H 0.74473 3.57846 -0.29658 0.073
H -0.35638 3.37493 3.24930 0.103
H 0.98265 2.91813 2.15270 0.075
H 0.48128 4.62213 2.29301 0.097
C 0.72185 -4.94055 -5.53285 -0.128
C 1.21534 -4.29078 -4.29779 -0.595
C 2.42335 -4.50474 -3.66150 -0.130
C 2.58405 -3.71494 -2.47943 -0.122
C 1.46256 -2.96957 -2.20926 -0.410
B 1.27139 -1.82579 -1.02005 -0.845
C 0.99731 -3.03452 0.05101 -0.126
C -0.30144 -3.46673 0.30597 -0.023
C -0.55871 -4.47825 1.24186 0.000
C 0.50339 -5.06506 1.92331 -0.143
C 0.25939 -6.15236 2.94673 -0.521
F 1.07407 -7.23583 2.74840 0.111
F 0.51024 -5.69687 4.21666 0.107
F -1.02366 -6.61225 2.93040 0.111
C 1.80627 -4.65691 1.67441 -0.002
C 2.04955 -3.66339 0.72286 -0.053
O 2.59261 -1.20239 -1.33542 0.083
C 2.29121 -0.13446 -2.09573 -0.203
C 0.88888 0.01478 -2.24015 -0.217
C 0.34010 1.19750 -2.71935 -0.016
C 1.22056 2.24468 -2.98750 -0.116
C 2.59987 2.11174 -2.79506 -0.097
C 3.16265 0.90596 -2.39509 0.002
O 0.21620 -0.93606 -1.52970 0.047
S 0.25322 -3.13498 -3.41981 1.100
H 1.52034 -5.56681 -5.94270 0.076
H -0.15074 -5.56619 -5.30276 0.074
H 0.44013 -4.18216 -6.27392 0.073
H 3.17537 -5.20463 -4.03727 0.105
H 3.47904 -3.72544 -1.85850 0.110
H -1.13727 -3.04325 -0.25386 0.120
H -1.57620 -4.81436 1.42377 0.117
H 2.63521 -5.12301 2.20952 0.127
H 3.08590 -3.40357 0.49696 0.109
H -0.74039 1.26884 -2.82193 0.118
H 0.82166 3.19081 -3.36156 0.101
H 3.25663 2.96886 -2.95845 0.105
H 4.23007 0.76771 -2.25128 0.124
```

Results
charge	0
LUMO	-2.3865	eV
energy above the lowest of the compared OMol25 structures with the same formula, charge and spin	1.406	eV
electronic energy	-76448.9887	eV
orbital gap	4.6	eV
E_HOMO	-6.985	eV

Entry 3:
Computed, not measured: a structure of composition C21H26BBr2F9I3N2O8S2 in a non-equilibrium geometry, with ωB97M-V/def2-TZVPD.

Geometry as XYZ:
```
74
Properties=species:S:1:pos:R:3:lowdin_charge:R:1
C -1.70845 2.69736 3.33682 -0.122
C -0.45607 3.11740 2.45181 -0.214
C 0.41619 1.95534 1.73965 -0.207
C 0.70007 0.91811 2.95936 -0.053
C 0.12393 1.50250 0.25088 -0.208
O 0.38629 2.65759 -0.57761 -0.165
N 0.98050 3.75935 -0.24243 -0.105
O 1.33339 4.38229 -1.21027 -0.001
C 1.22857 0.39491 -0.34539 -0.141
C 2.74261 0.82134 0.09365 -0.123
C 3.44787 2.13863 -0.34735 -0.736
O 3.68737 3.00421 0.55677 -0.118
I 4.28523 2.93419 -2.16737 1.011
C 1.39318 0.51137 -1.95980 -0.191
S 2.73519 -0.34953 -2.87188 0.741
O 2.28281 -1.58891 -3.64784 -0.351
O 3.18248 0.49299 -4.08031 -0.471
C 1.04589 -1.13958 0.17846 -0.202
C 2.03722 -1.69181 1.34518 -0.046
C 1.25117 -2.58080 2.46602 -0.186
N 1.28064 -3.87846 2.54036 0.118
C 0.88890 -2.36442 -0.83374 -0.196
F -0.01361 -3.31202 -0.18072 0.066
F 0.12530 -2.20920 -2.00079 0.068
C 2.06514 -3.37477 -1.17366 -0.343
F 3.37114 -2.91315 -1.31766 0.075
F 2.15563 -4.42722 -0.22000 0.102
F 1.69971 -4.06917 -2.35782 0.114
O -0.18075 -1.22468 0.94517 -0.249
S -1.55928 -0.50070 0.52999 0.768
O -2.45045 -1.48039 -0.13693 -0.264
O -2.13736 -0.44352 1.95314 -0.383
C -1.42495 1.22294 -0.25928 -0.280
C -2.65318 1.98326 0.34718 -0.584
Br -4.38448 1.07375 0.95441 0.829
C -2.95824 3.37643 0.46026 -0.760
C -4.27523 3.99923 1.13471 -0.207
Br -1.85383 4.74383 -0.37125 0.786
C -1.71477 1.29838 -1.83206 -0.540
I -3.47315 2.47904 -2.60605 0.900
C -2.14467 0.02390 -2.71542 -0.705
C -3.65255 -0.50786 -2.62973 -0.305
I -2.16398 0.95676 -4.78454 0.731
H -2.35440 1.84609 2.97397 0.042
H -1.39895 2.42435 4.41451 0.084
H -2.41344 3.60270 3.46360 0.081
H -0.55664 4.06849 1.84496 0.050
H 0.26335 3.49556 3.28677 0.125
H 1.47400 2.45907 1.73796 0.134
H 1.82890 0.70803 3.10222 0.089
H 0.54900 1.48406 3.96187 0.092
H 0.02689 0.03596 3.06122 0.056
H 3.47555 -0.03981 -0.14701 0.132
H 2.82700 0.87823 1.24379 0.114
H 1.56800 1.59084 -2.32957 0.096
H 0.48895 0.15543 -2.55398 0.092
H 3.89337 -0.65542 -2.18402 0.086
H 2.49982 -0.94371 2.04199 0.089
H 2.91259 -2.32482 1.01721 0.127
H 0.67740 -2.02225 3.29376 0.119
H 0.70543 -4.12524 3.37381 0.070
H -4.31803 3.62172 2.22357 0.065
H -4.21974 5.13194 1.21440 0.067
H -5.23230 3.75514 0.55711 0.073
H -0.89450 1.80094 -2.47349 0.050
H -1.38419 -0.76386 -2.95107 0.049
H -4.17435 -0.29991 -1.62427 0.033
H -3.54434 -1.66236 -2.62030 0.102
H -4.30901 -0.30208 -3.53052 0.028
B 1.19348 -7.66144 -1.15450 -1.151
F 0.95472 -8.90109 -1.83381 0.038
F 0.03914 -6.82071 -1.27466 0.043
F 1.45526 -7.91882 0.23134 0.038
F 2.32557 -7.00594 -1.74076 0.041
```

Results
charge	-1
LUMO	0.2593	eV
electronic energy	-252738.8059	eV
orbital gap	6.5	eV
E_HOMO	-6.265	eV

Entry 4:
Computed, not measured: a structure of composition C5H6CuN2Se2Te2, with ωB97M-V/def2-TZVPD.

Geometry as XYZ:
```
18
Properties=species:S:1:pos:R:3:lowdin_charge:R:1
Cu 0.28282 -0.82235 -2.27797 -0.465
Se -0.85008 0.48399 -3.88045 -0.258
Te -0.23113 -0.58258 -6.06947 -0.059
Te 1.34909 -2.76566 -5.39346 -0.058
Se 1.63793 -2.63420 -2.89961 -0.250
N -0.39067 1.13944 3.55992 0.098
C -0.23739 0.69095 2.25699 -0.331
C 0.97080 0.83166 1.57986 -0.019
C 1.08163 0.34284 0.29346 -0.111
N 0.08804 -0.26392 -0.36301 -0.045
C -1.06560 -0.40150 0.29791 -0.112
C -1.27407 0.04669 1.58680 -0.019
H 0.24104 1.86680 3.85031 0.088
H -1.33690 1.31258 3.85496 0.088
H 1.82188 1.31140 2.04624 0.107
H 2.01228 0.43940 -0.25211 0.120
H -1.86290 -0.89024 -0.24840 0.119
H -2.23676 -0.10530 2.05804 0.107
```

Results
charge	-1
LUMO	2.3316	eV
energy above the lowest of the compared OMol25 structures with the same formula, charge and spin	0.084	eV
electronic energy	-198185.2619	eV
orbital gap	4.7	eV
E_HOMO	-2.414	eV

Entry 5:
Computed, not measured: a cluster of 2 separate species, C7H14F3N in total in a non-equilibrium geometry, with ωB97M-V/def2-TZVPD.

Geometry as XYZ:
```
25
Properties=species:S:1:pos:R:3:lowdin_charge:R:1
C 1.02675 -1.49603 0.93444 -0.060
C -2.45860 1.54174 -0.48391 -0.034
C -2.50087 -0.02949 1.65234 -0.048
C 3.21795 0.61117 -0.77654 0.008
C 1.13380 -0.71437 -0.34895 -0.303
C -2.43870 0.21442 0.20330 -0.391
C 1.67608 0.62205 -0.37188 -0.517
N 0.70732 -1.29054 -1.55292 0.131
F -2.85675 -0.82547 -0.50487 0.032
F 1.71765 1.38937 0.79560 0.030
F 1.00256 1.44286 -1.27140 0.035
H 1.33870 -0.94369 1.86939 0.088
H 1.59115 -2.48725 1.06514 0.090
H -0.07722 -1.76388 1.09638 0.083
H -3.33376 1.59528 -1.05799 0.053
H -2.38778 2.34246 0.29943 0.102
H -1.57215 1.62897 -1.14297 0.069
H -3.39645 0.49675 1.98110 0.092
H -2.60617 -1.06204 1.86580 0.067
H -1.57566 0.18784 2.04411 0.046
H 3.80458 0.05970 -0.04511 0.071
H 3.62915 1.65494 -0.85297 0.098
H 3.37420 -0.09630 -1.62381 0.086
H 0.78661 -2.31013 -1.59019 0.111
H 0.19763 -0.76833 -2.18350 0.062
```

Results
charge	0
LUMO (spin up / spin down)	0.8445 / 0.7627	eV
energy above the lowest of the compared OMol25 structures with the same formula, charge and spin	2.953	eV
electronic energy	-17124.9858	eV
orbital gap (spin up / spin down)	7.7 / 7.6	eV
E_HOMO (spin up / spin down)	-6.872 / -6.867	eV

Entry 6:
Computed, not measured: an isolated molecule of C3H5ClN2S in a non-equilibrium geometry, with ωB97M-V/def2-TZVPD.

Geometry as XYZ:
```
12
Properties=species:S:1:pos:R:3:lowdin_charge:R:1
C 0.51775 0.40218 0.61002 -0.088
C -0.66459 0.35183 -0.32790 -0.555
N -0.49448 -0.78684 -1.25636 0.034
C -1.20618 -1.73743 -0.81304 -0.515
S -2.19113 -1.50301 0.58916 0.880
N -1.90694 0.26068 0.51312 -0.694
Cl -3.34772 1.13806 -0.23083 0.458
H 0.61963 -0.40051 1.40846 0.099
H 0.77271 1.42467 1.09653 0.113
H 1.38317 0.19327 0.05614 0.043
H -0.78583 1.33503 -0.94655 0.147
H -1.22529 -2.71422 -1.29583 0.078
```

Results
charge	0
LUMO	-0.0829	eV
energy above the lowest of the compared OMol25 structures with the same formula, charge and spin	1.459	eV
electronic energy	-29527.7687	eV
orbital gap	9.3	eV
SMILES	C[C@H]1N=CSN1Cl
E_HOMO	-9.394	eV